10
Properties=species:S:1:pos:R:3:forces:R:3 method="wB97M-V/def2-TZVPD" e_tot_ha=-930.251931 mol_weight_g_mol=107.2 de_lowest_kcal_mol=54.9 lumo_energy_ev=0.12 orbital_gap_ha=0.3108 homo_energy_ev=-8.331
C -1.91711 0.47819 0.06665 0.56 -1.39 -5.91
C 0.96065 -0.06674 -0.18450 -1.97 -0.02 0.85
H -2.89988 -0.03764 -0.25811 1.50 1.12 1.14
H -1.58331 1.32628 -0.65437 -1.14 -1.62 0.82
H -1.70531 0.88606 0.95911 -0.20 0.94 3.63
H 2.07125 -1.87718 0.62747 -0.66 4.28 -3.22
H 2.90040 -0.53493 -0.07482 7.04 3.54 -0.05
N 2.06530 -0.84431 -0.08174 -7.34 -7.31 2.74
S -0.65418 -0.88345 -0.24218 0.14 -0.46 0.23
S 0.76217 1.55370 -0.15750 2.06 0.91 -0.23



24
Properties=species:S:1:pos:R:3:forces:R:3 method="wB97M-V/def2-TZVPD" e_tot_ha=-426.526272 smiles=Cc1ccccc1.CCO mol_weight_g_mol=138.2 de_lowest_kcal_mol=29.2 lumo_energy_ev=0.84 orbital_gap_ha=0.3649 homo_energy_ev=-9.085
C -0.19412 -2.77641 2.05739 1.22 0.05 -1.31
C -0.42157 -1.97441 0.78151 -1.00 0.90 1.33
C -1.39164 -0.93988 0.84561 1.15 -1.08 -0.88
C -1.68224 -0.25629 -0.32414 0.03 0.84 0.05
C -0.76448 -0.22808 -1.40718 -1.71 -0.06 1.81
C 0.27779 -1.10682 -1.33357 0.57 -0.85 -1.00
C 0.32754 -2.11043 -0.36338 0.24 -0.06 -0.16
H -0.17837 -3.83562 1.76418 0.03 0.15 0.63
H -0.87055 -2.55409 2.86543 -0.59 -0.12 -0.05
H 0.79489 -2.46209 2.42151 -0.07 -0.51 0.02
H -1.77611 -0.75242 1.83408 -0.90 0.11 -0.17
H -2.58272 0.35231 -0.38802 0.33 0.20 0.16
H -0.97319 0.55684 -2.11574 0.43 -0.34 -0.57
H 1.07191 -1.12493 -2.06767 -0.13 0.06 -0.33
H 0.96293 -2.97843 -0.54999 0.18 0.39 0.40
C 1.82637 3.43743 -0.68422 0.74 -0.53 -0.31
C 1.04662 2.11495 -0.52985 -0.58 1.72 0.82
O 0.14861 2.42531 0.56845 0.03 -0.95 -0.09
H 1.46011 4.17239 0.02288 -0.32 -0.05 0.10
H 1.74238 3.88080 -1.68034 0.15 -0.22 0.05
H 2.88129 3.30057 -0.42206 -0.05 0.04 -0.30
H 0.47556 1.88063 -1.42537 0.01 0.12 -0.01
H 1.61979 1.23252 -0.27144 0.47 0.03 -0.04
H 0.01035 1.60894 1.06547 -0.23 0.14 -0.15



118
Properties=species:S:1:pos:R:3:forces:R:3 method="wB97M-V/def2-TZVPD" e_tot_ha=-8493.737179 mol_weight_g_mol=1091.2 de_lowest_kcal_mol=2.4 lumo_energy_ev=2.08 orbital_gap_ha=0.2773 total_charge=-1 homo_energy_ev=-5.464
Zn -0.55740 1.56762 -1.47220 0.00 0.32 -0.25
S 1.78743 1.19547 -0.64160 -0.25 -0.02 0.06
C 2.03005 2.81139 0.04108 0.06 -0.09 0.14
C 3.33516 3.17942 0.34402 -0.01 -0.01 0.04
C 3.63437 4.42233 0.87704 0.00 0.04 0.02
C 4.99234 4.76071 1.18423 -0.11 -0.01 -0.03
N 6.08780 5.01452 1.42039 0.12 0.02 0.03
C 2.58142 5.32576 1.09295 0.04 0.03 0.01
C 1.28804 4.96807 0.77373 -0.07 -0.01 0.01
C 0.95944 3.70880 0.24091 -0.04 0.00 0.08
S -0.72540 3.40926 -0.08046 0.08 -0.10 -0.07
C 2.83548 6.63019 1.64225 0.02 -0.13 -0.04
N 3.03631 7.67023 2.08521 0.00 0.12 0.04
H 4.13630 2.47482 0.16489 0.03 0.00 -0.01
H 0.48813 5.67630 0.94011 0.00 0.01 0.00
C 5.48011 -1.82664 5.12552 -0.01 0.01 0.00
C 4.30181 -0.98169 4.66186 -0.01 -0.01 0.00
C 4.07700 -1.07155 3.15611 0.01 0.06 0.05
C 2.85375 -0.27476 2.71052 -0.12 0.09 -0.02
Ge 2.70661 -0.37692 0.76691 0.36 -0.02 -0.28
C 2.14898 -1.99871 -0.20010 -0.08 0.04 0.06
C 1.12791 -2.94259 0.42713 0.02 -0.01 0.06
C 1.65689 -3.61850 1.68975 -0.05 0.01 0.01
C 0.87809 -4.87325 2.05892 -0.02 0.04 0.01
H 5.62645 -1.75367 6.20315 0.01 0.00 0.04
H 6.40506 -1.50965 4.64093 0.04 0.01 -0.02
H 5.32314 -2.87851 4.88078 -0.01 -0.04 -0.01
H 4.46369 0.06507 4.93541 -0.01 0.02 0.01
H 3.39103 -1.29628 5.17739 -0.02 0.00 0.01
H 3.95637 -2.12386 2.88007 0.00 -0.05 -0.01
H 4.97186 -0.71641 2.63555 0.04 0.00 -0.01
H 2.95571 0.77743 2.98763 -0.02 0.04 0.01
H 1.93572 -0.63994 3.16646 0.03 0.01 0.00
H 4.17801 -0.12424 0.30390 -0.02 -0.06 0.04
H 3.08108 -2.54009 -0.38581 0.02 -0.01 -0.05
H 1.80055 -1.64237 -1.17393 0.00 0.01 -0.03
H 0.86981 -3.71165 -0.31071 0.04 -0.04 -0.01
H 0.20584 -2.40964 0.66890 -0.03 0.00 -0.01
H 1.60723 -2.90420 2.51779 0.02 0.02 0.03
H 2.71427 -3.87272 1.55229 0.02 -0.01 -0.02
H -0.16462 -4.63009 2.26038 -0.06 0.03 0.01
H 1.29191 -5.35367 2.94652 0.00 -0.01 0.04
H 0.90799 -5.59707 1.24213 0.01 -0.05 -0.04
N -5.35663 -1.03954 1.89130 0.20 -0.31 0.21
C -5.17934 -0.24780 0.81164 0.02 0.02 -0.12
O -5.92250 0.66315 0.49502 0.00 0.10 0.05
C -3.98358 -0.60495 -0.02028 -0.03 -0.07 0.04
C -3.71609 -1.90755 -0.41079 0.11 0.00 0.13
C -2.59224 -2.16417 -1.17547 0.04 0.02 0.00
C -1.76338 -1.10972 -1.50114 0.00 -0.10 -0.05
N -2.01265 0.14035 -1.11422 0.13 0.00 0.16
C -3.10018 0.39007 -0.39254 -0.02 0.08 -0.04
H -6.05060 -0.74252 2.56033 0.07 -0.03 -0.02
H -4.57995 -1.61558 2.22451 -0.18 0.26 0.02
H -4.36933 -2.71023 -0.09751 -0.04 -0.04 -0.02
H -2.34544 -3.16430 -1.49806 0.01 -0.03 -0.02
H -0.86837 -1.25610 -2.09410 0.02 -0.01 0.01
H -3.26042 1.41516 -0.08482 -0.02 0.03 0.02
N -0.24693 1.68822 -3.33475 0.11 -0.13 0.02
P -0.42669 0.87064 -4.60779 -0.14 0.06 -0.01
C 0.92753 -0.27393 -5.05616 -0.01 -0.02 -0.04
C 1.01548 -0.89544 -6.30099 0.02 0.02 0.02
C 2.06350 -1.75760 -6.57924 0.02 -0.01 -0.01
C 3.03953 -1.99727 -5.61827 0.00 -0.01 -0.02
C 2.96938 -1.36636 -4.38616 -0.01 0.00 0.01
C 1.91644 -0.50330 -4.10926 -0.02 -0.02 0.07
C -0.54229 1.89308 -6.11636 -0.03 0.00 0.04
C 0.46844 2.83331 -6.31606 -0.01 0.00 0.05
C 0.43712 3.67461 -7.41293 0.00 0.03 -0.04
C -0.60982 3.59146 -8.32420 0.01 0.01 -0.01
C -1.61873 2.66286 -8.13296 0.00 -0.01 0.00
C -1.58372 1.81478 -7.03167 0.02 -0.06 -0.04
C -1.92950 -0.18736 -4.66350 0.01 -0.01 0.06
C -1.94784 -1.54722 -4.95656 0.03 0.02 -0.07
C -3.11049 -2.29068 -4.79431 -0.01 -0.03 0.00
C -4.26576 -1.68455 -4.32888 -0.01 0.02 0.01
C -4.26090 -0.32725 -4.03055 -0.04 -0.02 -0.01
C -3.10220 0.41130 -4.19766 0.03 0.02 0.01
H 0.26484 -0.69624 -7.05728 -0.02 0.01 -0.02
H 2.12681 -2.23895 -7.54718 0.00 0.00 -0.01
H 3.85952 -2.66871 -5.83832 0.02 -0.01 0.00
H 3.73588 -1.53705 -3.64119 0.02 -0.01 0.02
H 1.85828 0.02387 -3.16305 0.00 0.01 -0.02
H 1.26875 2.90896 -5.58978 0.01 0.01 0.02
H 1.22423 4.40308 -7.55771 0.02 0.01 0.00
H -0.63765 4.25428 -9.17925 0.00 0.02 -0.02
H -2.43754 2.59795 -8.83767 -0.02 0.00 -0.01
H -2.37344 1.08847 -6.88866 -0.04 -0.01 0.01
H -1.04778 -2.04110 -5.29931 0.01 -0.01 0.01
H -3.10559 -3.35042 -5.01736 0.00 -0.01 -0.01
H -5.16536 -2.26811 -4.18301 -0.03 -0.01 0.00
H -5.15439 0.14768 -3.64618 -0.02 0.01 0.00
H -3.08187 1.46037 -3.92553 0.00 0.02 0.00
S -2.20138 -2.59321 3.10487 -0.14 -0.01 -0.16
P -1.41754 -0.77779 3.33827 -0.04 0.12 -0.01
S -0.36535 0.06326 1.87339 -0.15 -0.06 -0.04
C -2.77181 0.37471 3.78866 -0.01 -0.05 0.00
C -3.60388 0.05452 4.86096 0.05 -0.08 -0.02
C -4.67398 0.86970 5.18312 -0.05 0.01 0.01
C -4.93284 2.00837 4.42722 0.01 0.01 -0.01
C -4.10396 2.33606 3.36719 0.01 0.01 -0.01
C -3.01759 1.52662 3.05377 -0.01 -0.03 0.01
C -0.39856 -0.76490 4.86128 0.08 -0.07 -0.05
C 0.03966 -1.94878 5.44064 -0.02 0.02 0.01
C 0.86314 -1.91801 6.55946 0.00 0.02 0.03
C 1.24648 -0.70382 7.10756 0.00 -0.01 -0.01
C 0.81323 0.48338 6.52924 0.02 0.02 0.02
C 0.00003 0.45270 5.40917 0.00 0.02 -0.04
H -3.41406 -0.84956 5.42880 0.00 0.00 -0.01
H -5.31376 0.61693 6.01951 -0.01 -0.01 0.02
H -5.77831 2.63850 4.66997 -0.03 0.02 0.00
H -4.29789 3.22298 2.77845 -0.01 0.01 -0.02
H -2.35259 1.78175 2.23700 0.04 0.02 -0.01
H -0.28338 -2.88980 5.01402 -0.01 -0.03 -0.02
H 1.20016 -2.84508 7.00591 0.01 -0.02 0.00
H 1.88529 -0.67929 7.98092 0.02 0.00 0.03
H 1.11534 1.43415 6.95022 0.00 0.01 0.00
H -0.32478 1.37825 4.94832 0.00 0.01 -0.02



74
Properties=species:S:1:pos:R:3:forces:R:3 method="wB97M-V/def2-TZVPD" e_tot_ha=-2261.672523 smiles="O=[PH2]c1ccc2c(c1)Nc1ccccc1S2.c1ccccc1.c1ccccc1.c1ccccc1.c1ccccc1" mol_weight_g_mol=559.7 lumo_energy_ev=0.24 orbital_gap_ha=0.3029 homo_energy_ev=-8.001
O 3.94034 -5.16009 1.92097 0.37 1.64 0.26
P 4.03497 -3.65631 1.73698 -2.10 -2.83 -0.16
C 2.42426 -2.84848 2.29941 0.06 1.96 0.14
C 2.25369 -1.35402 2.10791 -2.39 -2.23 1.47
C 0.96953 -0.79601 2.52837 0.54 -2.23 0.06
C -0.04147 -1.68647 3.08587 0.34 -1.66 -0.04
C 0.14646 -3.14324 3.30600 2.03 1.60 -1.00
C 1.43232 -3.72246 2.89370 -0.97 2.17 -0.08
N -0.88580 -3.95443 3.89800 -0.09 1.58 -1.36
C -2.18460 -3.78364 3.28231 -1.86 -0.95 -0.72
C -2.91046 -5.01684 2.89519 -1.05 3.26 -0.35
C -4.21431 -4.83018 2.26146 0.95 1.15 0.59
C -4.78100 -3.49314 2.02433 1.65 0.11 0.88
C -4.06348 -2.27454 2.41432 1.42 -2.45 0.42
C -2.76073 -2.44551 3.04815 0.29 -1.95 -0.30
S -1.68695 -1.06414 3.58262 0.13 -0.67 -0.50
H 4.06356 -3.46814 0.31086 0.40 0.86 0.76
H 5.17812 -3.10025 2.38810 -0.48 0.38 -0.45
H 3.03764 -0.68986 1.67765 -0.67 -0.85 0.36
H 0.72249 0.28623 2.44469 0.30 -1.02 -0.04
H 1.57977 -4.81604 3.05282 0.29 1.08 -0.38
H -0.61384 -4.93290 3.97502 -0.12 0.39 -0.11
H -2.45775 -6.01179 3.11476 -0.56 0.93 -0.36
H -4.77173 -5.75175 1.95453 0.45 1.15 0.28
H -5.77288 -3.36977 1.53801 0.90 -0.30 0.43
H -4.42768 -1.23953 2.23414 0.13 -1.06 0.07
C 6.07093 -0.82195 -0.44529 -0.03 -0.01 0.11
C 5.75233 0.20405 -1.32074 -0.06 0.14 -0.11
C 5.83046 -0.00198 -2.69347 0.03 -0.05 0.01
C 6.23326 -1.23748 -3.18887 0.00 0.00 0.12
C 6.56146 -2.26375 -2.30806 -0.05 0.06 -0.01
C 6.47745 -2.05332 -0.93618 0.02 -0.13 -0.09
H 6.00277 -0.66128 0.62528 0.04 0.02 -0.03
H 5.44038 1.16762 -0.93393 0.01 -0.04 -0.03
H 5.57681 0.80045 -3.37659 0.02 -0.04 0.03
H 6.29177 -1.40051 -4.25849 0.00 0.01 0.05
H 6.88056 -3.22629 -2.69070 -0.02 0.05 0.02
H 6.73037 -2.85256 -0.24834 0.02 0.01 -0.06
C -4.47159 1.85716 1.69295 0.02 0.01 -0.05
C -5.36809 2.78549 1.17642 0.00 0.00 -0.01
C -5.17236 3.30739 -0.09659 0.02 -0.04 0.02
C -4.07729 2.90405 -0.85233 -0.04 -0.06 0.01
C -3.17642 1.98289 -0.33230 -0.03 0.01 -0.02
C -3.37392 1.45810 0.93955 0.01 -0.01 0.00
H -4.62783 1.44520 2.68391 0.02 0.04 -0.02
H -6.22060 3.10203 1.76660 0.04 -0.02 -0.03
H -5.87334 4.02906 -0.50058 0.03 -0.03 0.02
H -3.92565 3.30901 -1.84610 0.00 0.00 0.05
H -2.31876 1.67222 -0.91921 -0.04 -0.01 0.03
H -2.67183 0.73761 1.34430 -0.02 0.02 0.00
C -0.69365 7.13981 -2.68953 -0.03 -0.03 0.01
C -1.90535 7.77360 -2.44287 0.01 -0.01 0.01
C -2.83651 7.18774 -1.59348 0.06 -0.03 -0.01
C -2.55736 5.96537 -0.99381 0.00 0.08 -0.01
C -1.34940 5.32727 -1.24755 0.03 0.01 -0.01
C -0.41678 5.91466 -2.09393 -0.04 0.03 0.00
H 0.03507 7.59997 -3.34677 -0.04 -0.02 0.02
H -2.12416 8.72580 -2.91259 0.02 -0.04 0.03
H -3.78039 7.68391 -1.39862 0.05 -0.02 0.00
H -3.28165 5.50952 -0.32967 0.05 0.01 -0.03
H -1.13439 4.37077 -0.78404 -0.03 0.05 -0.01
H 0.52652 5.41783 -2.28999 -0.04 0.02 0.01
C 0.03345 -2.08967 -1.66430 0.02 0.00 0.01
C 1.42052 -2.04286 -1.58432 -0.06 0.07 -0.04
C 2.11522 -0.99516 -2.17902 0.01 -0.04 0.04
C 1.42270 0.00297 -2.85468 -0.01 -0.04 0.04
C 0.03662 -0.04846 -2.93991 0.00 0.02 0.02
C -0.65825 -1.09364 -2.34359 0.02 -0.01 0.02
H -0.50904 -2.90387 -1.19757 0.02 0.03 -0.01
H 1.95656 -2.82520 -1.05857 -0.02 0.04 -0.02
H 3.19721 -0.95535 -2.11601 -0.04 -0.02 0.00
H 1.96431 0.82105 -3.31589 -0.02 -0.04 0.01
H -0.50302 0.72730 -3.47184 0.02 -0.04 0.02
H -1.73967 -1.13331 -2.40888 0.05 0.00 0.01



11
Properties=species:S:1:pos:R:3:forces:R:3 method="wB97M-V/def2-TZVPD" e_tot_ha=-2208.894983 mol_weight_g_mol=198.0 de_lowest_kcal_mol=92.2 lumo_energy_ev=-0.95 orbital_gap_ha=0.3218 homo_energy_ev=-9.711
C 1.61634 0.00504 -0.59546 1.83 -1.77 0.32
C -1.31588 0.71051 0.60581 1.22 0.96 -2.26
Si -0.16837 -0.47686 -0.43277 -0.09 -1.28 2.48
Cl -0.42684 2.10799 1.27690 -0.07 -0.41 -0.07
Cl -2.61510 1.28118 -0.47951 0.01 0.11 -0.01
Cl -1.24372 -1.48504 -1.78097 0.27 0.01 -0.17
Cl -0.15406 -2.48181 1.69702 0.08 1.89 -1.92
H 1.70678 0.70728 0.27527 0.38 -0.44 -0.93
H 2.31326 -0.95091 -0.38431 -1.85 1.94 -0.08
H 2.08180 0.36958 -1.55400 -1.08 0.11 0.94
H -1.79421 0.21305 1.37201 -0.71 -1.13 1.70



Record-wise F_max values, in eV Å⁻¹: 10.71, 2.49, 0.45, 3.58, 2.79